DFT (ωB97M-V/def2-TZVPD) results for 2 unconnected molecules or ions with the total composition C7H15Cl2N2OP at a distorted geometry.

XYZ file:
```
28
Properties=species:S:1:pos:R:3
C 1.806 -1.448 -0.084
C 2.292 -0.014 -0.067
C 1.115 -1.880 1.174
C -3.271 -2.054 -0.613
C 1.516 2.343 0.625
C 0.676 3.136 -0.431
C -2.985 -0.598 -0.492
N 1.308 0.892 0.596
N -0.768 -0.341 -0.772
O -0.152 -1.214 1.477
P -0.349 0.312 0.805
Cl -1.046 2.824 -0.389
Cl -3.336 0.155 0.984
H 1.115 -1.489 -0.936
H 2.650 -2.141 -0.532
H 3.145 0.176 0.535
H 2.578 0.306 -1.049
H 0.841 -2.955 1.229
H 1.868 -1.501 1.953
H -2.695 -2.658 -1.297
H -4.301 -2.261 -0.830
H -3.218 -2.549 0.321
H 1.201 2.698 1.671
H 2.539 2.518 0.436
H 0.902 2.960 -1.491
H 0.792 4.169 -0.147
H -3.233 0.165 -1.234
H -0.992 0.450 -1.440
```

Results
frontier orbital gap (alpha / beta)	8.0 / 8.0	eV
E_HOMO (alpha / beta)	-7.705 / -7.705	eV
E_tot	-1722.0935	a.u.

DFT (ωB97M-V/def2-TZVPD) results for CH5O2PS in the gas phase at a distorted geometry.

XYZ file:
```
10
Properties=species:S:1:pos:R:3
C 0.351 1.028 1.077
S -0.259 0.276 -0.486
O 0.682 0.632 -1.511
O -1.689 0.431 -0.531
P -0.394 -1.947 -0.250
H 1.120 1.529 0.513
H -0.500 1.634 1.439
H 0.676 0.452 1.931
H 0.926 -2.208 -0.626
H -0.912 -1.826 -1.556
```

Results
frontier orbital gap	10.3	eV
E_HOMO	-9.844	eV
structure (SMILES)	CS(=O)(=O)P
E_tot	-931.0478	a.u.

DFT (ωB97M-V/def2-TZVPD) results for C4H11NS in the gas phase at a distorted geometry.

XYZ file:
```
17
Properties=species:S:1:pos:R:3
C 2.198 -1.136 1.040
C 1.080 -0.163 0.620
N 0.591 -0.237 -0.798
C -0.456 0.807 -1.133
C -1.687 0.490 -0.256
S -3.292 1.220 -0.958
H 2.654 -1.569 0.193
H 1.683 -2.061 1.279
H 2.812 -1.170 1.902
H 0.165 -0.286 1.347
H 1.419 0.885 0.789
H 1.422 -0.014 -1.394
H -0.277 1.880 -0.879
H -0.786 0.612 -2.217
H -1.493 0.958 0.777
H -2.004 -0.586 -0.134
H -4.029 0.369 -0.177
```

Results
frontier orbital gap	9.9	eV
E_HOMO	-8.956	eV
structure (SMILES)	CCNCCS
E_tot	-611.8756	a.u.

DFT (ωB97M-V/def2-TZVPD) results for C4H8N2OS in the gas phase at a distorted geometry.

XYZ file:
```
16
Properties=species:S:1:pos:R:3
C 3.227 -0.701 -0.300
N 2.099 -0.184 0.455
C 0.921 -0.460 0.082
N -0.217 0.077 0.748
O -1.369 -0.717 0.595
C -2.500 -0.095 0.174
C -2.416 1.347 -0.200
S -3.731 -1.148 -0.015
H 3.759 0.213 -0.672
H 2.943 -1.302 -1.205
H 3.911 -1.244 0.313
H 0.539 -1.049 -0.798
H -0.032 0.111 1.748
H -3.433 1.687 -0.416
H -1.936 1.928 0.584
H -1.765 1.539 -1.093
```

Results
frontier orbital gap	9.2	eV
E_HOMO	-8.864	eV
structure (SMILES)	C/N=C/NOC(C)=S
E_tot	-740.0586	a.u.

DFT (ωB97M-V/def2-TZVPD) results for a molecular structure, C61H48MoOP4S3Se at a distorted geometry.

XYZ file:
```
119
Properties=species:S:1:pos:R:3
Mo -16.812 -11.122 10.274
S -18.573 -11.767 14.247
P -19.579 -11.175 12.675
C -18.764 -10.915 11.106
P -19.626 -11.021 9.639
S -18.447 -12.324 8.611
C -21.319 -11.577 9.585
C -22.340 -10.848 10.132
C -23.685 -11.297 10.169
C -23.963 -12.515 9.619
C -22.934 -13.278 9.086
C -21.657 -12.774 9.072
C -20.006 -9.352 8.752
C -20.967 -9.392 7.766
C -21.205 -8.322 6.907
C -20.491 -7.160 7.087
C -19.549 -7.117 8.094
C -19.235 -8.230 8.877
C -20.421 -9.566 13.066
C -21.063 -9.382 14.305
C -21.730 -8.163 14.610
C -21.620 -7.060 13.772
C -20.934 -7.190 12.551
C -20.367 -8.436 12.243
C -20.801 -12.408 12.452
C -21.947 -12.491 13.250
C -22.571 -13.727 13.388
C -22.133 -14.837 12.643
C -21.008 -14.749 11.863
C -20.419 -13.515 11.768
H -22.120 -9.912 10.667
H -24.394 -10.783 10.717
H -24.988 -12.888 9.740
H -23.093 -14.272 8.731
H -20.909 -13.533 8.751
H -21.545 -10.276 7.695
H -21.965 -8.323 6.100
H -20.726 -6.288 6.494
H -18.896 -6.226 8.157
H -18.496 -8.120 9.655
H -20.995 -10.202 15.091
H -22.227 -8.128 15.562
H -22.122 -6.150 14.086
H -20.692 -6.355 11.916
H -19.910 -8.485 11.296
H -22.328 -11.597 13.710
H -23.437 -13.901 14.064
H -22.760 -15.728 12.797
H -20.772 -15.615 11.269
H -19.518 -13.475 11.149
O -14.449 -13.723 10.294
S -14.546 -12.269 10.192
C -13.684 -11.772 8.703
C -12.484 -12.431 8.426
C -11.723 -12.024 7.390
C -12.121 -10.918 6.655
C -13.285 -10.185 6.969
C -14.156 -10.760 7.904
P -15.968 -10.773 7.874
C -16.667 -9.432 6.859
C -16.267 -8.128 6.951
C -16.823 -7.203 6.108
C -17.892 -7.501 5.233
C -18.351 -8.810 5.223
C -17.745 -9.747 6.029
C -15.892 -12.141 6.636
C -15.971 -13.466 7.035
C -15.845 -14.512 6.192
C -15.569 -14.305 4.855
C -15.434 -12.985 4.407
C -15.623 -11.906 5.302
C -13.502 -11.474 11.407
C -12.151 -11.451 11.294
C -11.362 -10.760 12.184
C -11.941 -9.900 13.075
C -13.330 -9.894 13.251
C -14.124 -10.712 12.399
P -15.923 -11.008 12.563
C -16.422 -9.718 13.761
C -17.128 -8.635 13.357
C -17.447 -7.593 14.202
C -17.028 -7.630 15.541
C -16.185 -8.693 15.950
C -15.940 -9.743 15.083
C -15.796 -12.630 13.365
C -14.835 -12.880 14.346
C -14.578 -14.140 14.798
C -15.252 -15.263 14.199
C -16.136 -15.011 13.173
C -16.403 -13.713 12.740
H -12.210 -13.355 9.013
H -10.862 -12.542 7.009
H -11.578 -10.594 5.804
H -13.609 -9.335 6.388
H -15.525 -7.795 7.619
H -16.335 -6.224 6.095
H -18.362 -6.778 4.595
H -19.146 -9.129 4.604
H -18.123 -10.785 6.072
H -16.154 -13.759 8.103
H -15.912 -15.563 6.569
H -15.436 -15.086 4.137
H -15.107 -12.736 3.385
H -15.481 -10.880 4.982
H -11.666 -12.011 10.525
H -10.281 -10.761 12.121
H -11.339 -9.173 13.604
H -13.926 -9.150 13.844
H -17.492 -8.591 12.339
H -18.010 -6.721 13.816
H -17.257 -6.843 16.280
H -15.808 -8.661 16.988
H -15.479 -10.633 15.455
H -14.391 -12.004 14.760
H -13.931 -14.259 15.678
H -15.101 -16.260 14.574
H -16.741 -15.748 12.707
H -17.182 -13.568 11.990
Se -15.711 -8.992 10.156
```

Results
frontier orbital gap (alpha / beta)	6.4 / 6.4	eV
E_HOMO (alpha / beta)	-6.723 / -7.003	eV
E_tot	-7458.0869	a.u.
multiplicity	3

DFT (ωB97M-V/def2-TZVPD) results for 13 unconnected molecules or ions with the total composition C6H39N2O12 at a distorted geometry.

XYZ file:
```
59
Properties=species:S:1:pos:R:3
N 0.341 -1.163 2.480
C 0.517 -0.401 1.151
C -0.817 -0.559 0.459
C -1.644 0.633 0.621
C -2.901 0.995 0.579
C 1.704 -0.933 0.428
N 1.632 -0.112 -0.829
C 2.257 -0.615 -2.025
H -0.613 -1.516 2.610
H 0.921 -2.041 2.628
H 0.598 -0.646 3.314
H 0.768 0.627 1.377
H -1.398 -1.502 0.689
H -0.576 -0.660 -0.576
H -1.047 1.537 0.942
H -3.218 2.038 0.809
H -3.751 0.373 0.387
H 2.717 -0.823 0.928
H 1.638 -1.969 0.079
H 1.851 0.873 -0.713
H 1.762 -0.332 -2.967
H 3.303 -0.308 -2.194
H 2.175 -1.706 -2.068
H 1.923 -4.217 1.495
H 0.432 -4.515 1.704
O 1.131 -3.877 1.931
H -0.668 0.054 -1.994
H -1.427 0.369 -3.289
O -1.416 -0.230 -2.532
H 0.248 5.469 0.373
H -0.810 4.287 0.173
O 0.060 4.542 0.559
H -0.757 2.808 -4.485
H 0.542 2.972 -3.601
O -0.430 2.715 -3.581
H 2.727 2.650 -3.509
H 2.222 3.301 -2.094
O 2.103 3.223 -3.062
H -1.426 2.716 -1.567
H -1.985 4.235 -1.424
O -1.765 3.407 -0.993
H 1.329 3.390 0.098
H 2.981 3.005 0.072
O 2.146 3.136 -0.378
H 2.885 -4.672 -1.497
H 1.873 -3.503 -1.007
O 2.143 -4.414 -0.946
H -1.898 -4.380 0.739
H -1.910 -4.845 2.211
O -1.608 -4.129 1.629
H 1.294 3.114 2.575
H 0.772 3.249 3.902
O 1.194 2.548 3.359
H -3.109 -1.935 2.201
H -2.597 -2.812 3.400
O -2.703 -1.917 3.075
H -2.929 -2.485 -1.100
H -1.612 -3.121 -1.637
O -2.291 -3.211 -0.957
```

Results
frontier orbital gap	9.6	eV
E_HOMO	-11.851	eV
E_tot	-1264.1337	a.u.
net charge	+1

DFT (ωB97M-V/def2-TZVPD) results for a molecular structure, C22H13Co2N2O6 at a distorted geometry.

XYZ file:
```
45
Properties=species:S:1:pos:R:3
C 1.324 -0.761 2.162
N 2.337 0.120 2.244
N 3.422 0.514 2.287
C -0.002 -0.308 2.405
C -1.081 -1.217 2.587
C -2.388 -0.754 2.658
C -2.645 0.623 2.572
C -1.583 1.531 2.482
C -0.270 1.080 2.429
H 1.571 -1.830 2.043
H -0.847 -2.284 2.646
H -3.209 -1.464 2.766
H -3.672 0.985 2.588
H -1.764 2.605 2.457
H 0.564 1.784 2.376
O 3.157 -1.302 -0.484
C 3.333 -1.061 -1.601
Co 3.709 -0.674 -3.292
C 5.285 0.163 -3.134
O 6.316 0.683 -3.096
C 4.507 -2.108 -3.981
O 5.117 -2.985 -4.426
C 2.512 0.327 -4.219
C 2.064 -0.941 -3.964
C 1.150 -1.929 -4.099
C 0.423 -2.436 -2.949
C 0.054 -3.802 -2.809
C -0.648 -4.225 -1.682
C -1.079 -3.305 -0.709
C -0.728 -1.964 -0.845
C 0.080 -1.558 -1.897
Co 2.323 1.820 -2.887
C 1.055 2.644 -3.757
O 0.203 3.100 -4.394
C 3.720 2.860 -3.064
O 4.621 3.580 -3.183
C 1.884 1.858 -1.196
O 1.594 1.901 -0.073
H 2.629 0.765 -5.229
H 1.006 -2.385 -5.081
H 0.342 -4.506 -3.595
H -0.892 -5.278 -1.550
H -1.655 -3.630 0.162
H -1.061 -1.224 -0.121
H 0.427 -0.527 -1.965
```

Results
frontier orbital gap	5.8	eV
E_HOMO	-3.397	eV
E_tot	-4172.5003	a.u.
net charge	-1

DFT (ωB97M-V/def2-TZVPD) results for a molecular structure, C38H44BrCsN8O5S at a distorted geometry.

XYZ file:
```
98
Properties=species:S:1:pos:R:3
Cs 0.987 -0.209 -1.408
Br 1.600 -2.354 -8.436
C 1.040 -2.196 -6.613
C -0.164 -1.543 -6.317
C -0.551 -1.428 -5.017
C 0.210 -1.954 -3.916
O -0.195 -1.825 -2.740
C 1.443 -2.623 -4.270
C 2.293 -3.216 -3.304
N 2.143 -3.176 -2.026
C 2.886 -3.954 -1.197
C 3.273 -5.249 -1.528
C 3.995 -6.052 -0.648
C 4.332 -5.603 0.602
C 3.938 -4.314 1.006
C 4.229 -3.798 2.287
C 3.813 -2.536 2.619
C 3.110 -1.793 1.656
N 2.830 -2.232 0.459
C 3.217 -3.468 0.109
C 1.818 -2.722 -5.621
H -0.769 -1.144 -7.122
H -1.474 -0.932 -4.754
H 3.171 -3.732 -3.725
H 2.989 -5.644 -2.492
H 4.296 -7.039 -0.970
H 4.889 -6.227 1.288
H 4.770 -4.417 2.992
H 4.016 -2.107 3.591
H 2.771 -0.791 1.882
H 2.735 -3.236 -5.875
N 3.575 2.168 0.067
N 2.517 3.059 -0.205
C 1.196 2.578 -0.392
O 0.519 3.289 -1.155
O 0.840 1.567 0.234
H 4.290 2.667 0.592
H 4.006 1.822 -0.797
H 2.712 3.793 -0.886
N -2.799 1.142 -1.969
S -1.754 2.265 -1.647
C -2.627 3.505 -0.612
C -3.912 3.904 -0.940
C -4.585 4.804 -0.135
C -3.977 5.300 1.007
C -2.692 4.896 1.334
C -2.018 3.989 0.531
C -1.762 3.361 -3.091
C -1.496 4.712 -2.976
C -1.623 5.524 -4.089
C -2.011 4.987 -5.307
C -2.249 3.627 -5.419
C -2.120 2.812 -4.308
H -3.659 1.452 -2.410
H -4.382 3.523 -1.836
H -5.583 5.116 -0.402
H -4.505 6.003 1.637
H -2.215 5.292 2.221
H -1.011 3.676 0.760
H -1.188 5.110 -2.024
H -1.418 6.581 -4.002
H -2.131 5.631 -6.168
H -2.533 3.199 -6.368
H -2.305 1.749 -4.366
O -2.010 0.374 4.147
C -0.819 0.195 4.123
O -0.305 -0.791 3.390
C 0.238 0.979 4.889
N 1.462 0.184 4.820
C 1.383 -0.706 5.977
C 0.742 0.108 7.113
C -0.124 1.150 6.384
H 0.356 1.937 4.377
H 2.282 0.777 4.871
H 0.682 -0.747 3.499
H 2.364 -1.105 6.223
H 0.723 -1.542 5.720
H 1.509 0.601 7.710
H 0.160 -0.531 7.773
H 0.113 2.156 6.724
H -1.188 0.979 6.532
N -2.766 -1.605 2.139
C -2.259 -2.941 1.758
C -0.916 -2.752 1.018
N -1.030 -1.846 -0.075
C -1.633 -0.586 0.242
C -2.981 -0.749 0.945
H -2.033 -1.128 2.695
H -3.615 -1.665 2.706
H -2.985 -3.414 1.093
H -2.133 -3.550 2.654
H -0.570 -3.718 0.653
H -0.170 -2.368 1.721
H -1.378 -2.251 -0.931
H -1.821 -0.038 -0.683
H -0.957 0.010 0.862
H -3.697 -1.233 0.278
H -3.366 0.222 1.261
```

Results
frontier orbital gap	6.0	eV
E_HOMO	-6.284	eV
E_tot	-5280.9444	a.u.

DFT (ωB97M-V/def2-TZVPD) results for a molecular structure, C24H64FGaO10P at a distorted geometry.

XYZ file:
```
101
Properties=species:S:1:pos:R:3
C 5.737 -5.813 2.437
C 5.296 -5.866 0.990
O 4.015 -6.421 0.791
C 2.993 -5.695 1.491
C 1.652 -5.786 0.821
Ga 0.326 -4.725 1.986
C -1.628 -5.196 1.629
C -2.299 -5.529 2.942
F -2.403 -4.360 3.709
P 0.747 -2.395 1.881
O -0.060 -1.671 2.875
O 2.342 -2.130 2.263
O 0.599 -1.682 0.419
H 5.252 -5.037 3.011
H 6.804 -5.613 2.464
H 5.568 -6.769 2.915
H 5.972 -6.537 0.477
H 5.345 -4.875 0.543
H 2.886 -6.052 2.513
H 3.268 -4.641 1.529
H 1.368 -6.833 0.765
H 1.738 -5.377 -0.180
H 0.671 -5.139 3.508
H -1.756 -6.001 0.915
H -2.129 -4.311 1.248
H -1.634 -6.187 3.492
H -3.288 -5.965 2.819
H 2.506 -2.751 2.993
H 1.472 -1.652 -0.014
C 2.079 2.525 0.019
C 1.435 1.867 -1.188
C 0.037 2.408 -1.441
O 1.383 0.467 -0.939
H 1.472 2.294 0.897
H 3.073 2.111 0.195
H 2.167 3.609 -0.090
H 2.042 2.018 -2.079
H -0.608 2.228 -0.577
H -0.417 1.902 -2.294
H 0.056 3.482 -1.641
H 0.845 0.340 -0.145
C 2.408 1.943 -6.192
C 2.517 3.298 -5.512
C 3.593 4.164 -6.148
O 2.786 3.133 -4.119
H 3.349 1.394 -6.102
H 1.633 1.339 -5.720
H 2.170 2.049 -7.252
H 1.555 3.813 -5.571
H 4.577 3.694 -6.064
H 3.651 5.125 -5.637
H 3.387 4.342 -7.204
H 3.632 2.680 -4.031
C 1.294 2.318 5.237
C 0.209 2.335 4.170
C -1.054 1.636 4.652
O 0.682 1.715 2.980
H 1.569 1.290 5.482
H 2.193 2.819 4.875
H 0.961 2.815 6.150
H -0.023 3.368 3.902
H -0.847 0.587 4.876
H -1.819 1.654 3.876
H -1.453 2.113 5.549
H 0.890 0.793 3.189
C -6.831 -4.596 3.873
C -6.470 -3.682 5.036
C -6.256 -2.250 4.566
O -5.303 -4.162 5.692
H -6.020 -4.616 3.140
H -6.979 -5.618 4.223
H -7.742 -4.263 3.372
H -7.268 -3.708 5.780
H -5.429 -2.203 3.854
H -5.997 -1.608 5.409
H -7.152 -1.851 4.085
H -4.581 -4.150 5.049
C 2.345 7.375 -2.412
C 1.174 7.328 -3.382
C -0.024 6.617 -2.770
O 1.566 6.676 -4.590
H 2.668 6.363 -2.155
H 3.197 7.885 -2.865
H 2.077 7.896 -1.491
H 0.892 8.343 -3.665
H 0.232 5.584 -2.523
H -0.853 6.587 -3.476
H -0.359 7.115 -1.859
H 1.821 5.774 -4.360
C -3.183 0.537 -2.915
C -3.805 1.597 -3.811
C -3.854 1.138 -5.261
O -3.077 2.821 -3.709
H -2.153 0.334 -3.219
H -3.151 0.880 -1.881
H -3.744 -0.397 -2.954
H -4.816 1.821 -3.466
H -2.843 0.954 -5.636
H -4.301 1.908 -5.892
H -4.433 0.220 -5.368
H -2.174 2.651 -4.002
```

Results
frontier orbital gap	7.6	eV
E_HOMO	-5.452	eV
E_tot	-4071.3352	a.u.
net charge	-1

DFT (ωB97M-V/def2-TZVPD) results for 2 unconnected molecules or ions with the total composition CH3FIN at a distorted geometry.

XYZ file:
```
7
Properties=species:S:1:pos:R:3
H -0.484 -2.446 -0.302
N 0.356 -1.845 -0.106
C 0.143 -0.686 0.215
I -1.733 0.221 -0.180
H 0.682 0.114 0.613
F 0.951 2.259 -0.039
H 0.086 2.382 -0.201
```

Results
frontier orbital gap	10.3	eV
E_HOMO	-9.863	eV
structure (SMILES)	[H]/N=C\I.F
E_tot	-492.1814	a.u.